1.
{
  "formula": "C3H5NO2S",
  "method": "the ωB97M-V functional and the def2-TZVPD basis",
  "lumo_energy_ev": 0.61,
  "charge": 0,
  "max_force_ev_per_a": 4.5,
  "energy_ha": -720.642092,
  "multiplicity": 1,
  "species": ["H", "S", "O", "N", "O", "C", "H", "H", "C", "H", "H", "C"],
  "xyz": [[-2.198, -0.565, 0.627], [-0.288, 0.678, 1.443], [-0.900, 1.776, 0.654], [1.721, -0.701, -2.500], [1.147, 0.361, 0.663], [1.543, 0.086, -1.688], [2.409, 1.511, -0.392], [-0.994, -1.446, 1.657], [1.342, 1.022, -0.575], [-0.864, -1.168, -0.139], [0.341, 1.502, -0.824], [-1.204, -0.876, 0.857]],
  "forces_ev_per_a": [[-1.056, 0.142, 0.853], [-0.978, -0.270, -2.322], [-0.027, -0.267, 0.966], [-0.017, -0.065, -0.365], [0.044, -0.533, 0.729], [0.138, -0.599, 0.549], [-2.703, 0.113, -0.887], [0.060, -2.948, 2.301], [1.153, 0.229, -0.019], [0.769, -0.287, 0.461], [1.809, 0.859, 0.313], [0.810, 3.626, -2.578]]
}

***

2.
{
  "formula": "C3H5NO2S",
  "method": "the ωB97M-V functional and the def2-TZVPD basis",
  "lumo_energy_ev": [0.27, -1.34],
  "charge": 0,
  "max_force_ev_per_a": 2.5,
  "s_squared": 2.0096,
  "energy_ha": -720.545401,
  "multiplicity": 3,
  "species": ["S", "N", "C", "O", "H", "H", "H", "C", "O", "H", "C", "H"],
  "xyz": [[2.052, -0.563, -1.271], [1.522, -2.729, -2.162], [0.703, -0.496, -0.050], [0.892, -2.643, -3.127], [-0.733, 0.074, -1.552], [0.392, 1.588, -0.609], [-1.548, -0.736, -0.361], [-0.659, -0.227, -0.505], [1.671, 0.288, -2.403], [0.935, -1.061, 0.855], [0.121, 0.912, 0.119], [0.197, 1.472, 1.087]],
  "forces_ev_per_a": [[0.276, -0.156, 1.200], [-0.290, -0.663, -0.330], [1.174, 0.679, -0.359], [0.097, 0.023, 0.137], [0.470, -0.381, -0.146], [0.767, 1.245, -1.759], [-1.425, -0.987, 1.702], [0.473, 1.843, -1.595], [-0.406, 0.501, -0.454], [-0.227, 0.070, -0.318], [-0.019, -0.787, 2.403], [-0.891, -1.388, -0.482]]
}

***

3.
{
  "formula": "C3H5NO2S2",
  "method": "the ωB97M-V functional and the def2-TZVPD basis",
  "lumo_energy_ev": -0.09,
  "charge": 0,
  "max_force_ev_per_a": 5.3,
  "energy_ha": -1118.734734,
  "multiplicity": 1,
  "species": ["C", "H", "S", "H", "C", "H", "S", "N", "C", "O", "H", "O", "H"],
  "xyz": [[-0.002, 0.487, -0.020], [1.129, -2.988, 0.474], [1.751, -1.692, 0.163], [-0.345, -1.429, -1.205], [-0.029, -0.980, -0.133], [-0.140, 1.112, 1.991], [-1.177, -1.679, 1.110], [0.159, 1.178, -1.644], [0.020, 1.335, 0.925], [0.323, 2.336, -1.604], [-1.423, -0.569, 1.756], [-0.173, 0.518, -2.554], [-0.094, 2.371, 0.742]],
  "forces_ev_per_a": [[1.031, -1.614, -4.933], [1.394, 2.094, -0.546], [-2.443, -1.715, 0.337], [0.653, 1.634, 2.531], [0.234, -1.945, -1.160], [0.361, -0.406, -0.601], [0.088, -0.854, -0.671], [-1.623, -1.255, 4.700], [-1.069, 1.445, 2.804], [1.037, 2.817, -0.393], [-0.148, 0.645, 0.404], [-0.045, -1.770, -1.938], [0.530, 0.924, -0.535]]
}

***

4.
{
  "formula": "C3H5NO2S2",
  "method": "the ωB97M-V functional and the def2-TZVPD basis",
  "lumo_energy_ev": -0.77,
  "charge": 0,
  "max_force_ev_per_a": 1.9,
  "energy_ha": -1118.839061,
  "multiplicity": 1,
  "species": ["S", "H", "S", "O", "O", "C", "C", "H", "C", "H", "H", "H", "N"],
  "xyz": [[-1.756, 1.535, 0.592], [-1.240, -0.964, 2.407], [2.861, 0.583, -1.980], [0.442, 2.102, -1.318], [-0.406, -0.773, 0.438], [-0.544, 0.500, 0.104], [1.676, 0.154, -0.915], [-2.277, -1.415, 0.923], [-1.309, -1.438, 1.371], [1.709, -0.786, -0.332], [-0.902, -2.459, 1.392], [1.211, 2.067, -2.009], [0.534, 0.895, -0.673]],
  "forces_ev_per_a": [[0.970, -0.988, -0.518], [-0.304, -0.502, -1.536], [-0.813, 0.000, 0.603], [0.805, 0.080, -0.952], [0.284, -0.249, 0.171], [-1.192, 0.943, 0.990], [-0.415, -0.299, 0.226], [-0.815, 0.064, 0.163], [1.430, 0.584, 0.715], [-0.083, 0.743, -0.430], [-0.287, 0.386, 0.103], [-1.198, -0.183, 1.362], [1.618, -0.581, -0.895]]
}

***

5.
{
  "formula": "C3H5NO3",
  "method": "the ωB97M-V functional and the def2-TZVPD basis",
  "lumo_energy_ev": 0.28,
  "charge": 0,
  "max_force_ev_per_a": 1.8,
  "energy_ha": -397.733770,
  "multiplicity": 1,
  "species": ["H", "H", "H", "C", "H", "N", "C", "O", "H", "C", "O", "O"],
  "xyz": [[1.709, -0.433, -1.651], [0.323, 2.526, 0.166], [-1.965, -0.215, 0.107], [0.711, -0.550, -1.228], [-0.008, -0.632, -2.045], [0.705, 1.814, -0.438], [-0.583, -0.509, 1.743], [-1.377, -1.262, 2.219], [0.669, -1.438, -0.605], [0.412, 0.651, -0.436], [-1.214, 0.298, 0.441], [0.617, -0.250, 1.727]],
  "forces_ev_per_a": [[-0.032, -0.002, 0.086], [-0.160, -0.063, -0.014], [0.189, -0.036, -0.175], [0.097, -0.162, 0.170], [-0.043, 0.054, 0.110], [0.176, -0.419, 0.381], [1.314, -1.151, -0.555], [-0.252, 0.603, 0.156], [0.021, -0.005, 0.000], [-1.240, 0.368, -0.508], [0.990, 0.486, 0.101], [-1.060, 0.327, 0.246]]
}

***

6.
{
  "formula": "C3H5NO3",
  "method": "the ωB97M-V functional and the def2-TZVPD basis",
  "lumo_energy_ev": [-1.02, -0.52],
  "charge": 0,
  "max_force_ev_per_a": 3.0,
  "energy_ha": -397.608878,
  "multiplicity": 1,
  "species": ["H", "O", "H", "H", "N", "H", "C", "C", "O", "C", "O", "H"],
  "xyz": [[0.308, -0.296, 1.664], [-3.469, -0.537, 0.274], [0.838, 1.573, -0.719], [1.477, 1.753, 0.991], [-2.700, 0.380, 0.168], [-1.835, -2.133, -0.315], [-0.564, -0.685, -0.224], [0.892, 1.193, 0.286], [-1.066, -1.844, 0.203], [0.248, 0.071, 0.649], [-2.834, 1.570, 0.215], [-0.628, -0.438, -1.277]],
  "forces_ev_per_a": [[0.006, -0.010, 0.129], [-0.966, 0.327, 0.131], [-0.036, 0.062, -0.239], [0.096, 0.101, 0.182], [2.907, -0.656, -0.633], [0.129, 0.263, 0.017], [-2.005, 0.211, 0.015], [-0.258, -0.388, -0.023], [0.532, 0.079, -0.067], [0.503, 0.175, 0.320], [-0.907, -0.094, 0.190], [-0.001, -0.069, -0.024]]
}

***

7.
{
  "formula": "C3H5NO3",
  "method": "the ωB97M-V functional and the def2-TZVPD basis",
  "lumo_energy_ev": 0.74,
  "charge": 0,
  "max_force_ev_per_a": 4.0,
  "energy_ha": -397.671735,
  "multiplicity": 1,
  "species": ["C", "H", "H", "H", "C", "O", "C", "O", "H", "N", "O", "H"],
  "xyz": [[1.722, 0.032, 0.769], [2.484, 0.816, 0.712], [2.131, -0.850, 1.269], [-2.026, 0.020, -1.695], [1.328, -0.348, -0.629], [-0.830, -0.098, 0.160], [-2.013, 0.096, -0.599], [0.002, -0.381, -0.999], [0.918, 0.430, 1.385], [-3.069, 0.405, 0.052], [2.179, -0.614, -1.470], [-2.826, 0.492, 1.045]],
  "forces_ev_per_a": [[-0.369, 0.389, 0.498], [0.050, -0.384, -0.157], [0.069, 0.133, -0.155], [0.590, -0.209, 0.688], [2.203, -0.315, -1.433], [-1.198, -0.090, -3.190], [-2.554, 0.959, 2.864], [2.204, -0.314, 0.822], [0.017, -0.170, -0.133], [1.513, -0.309, -1.005], [-2.251, 0.409, 1.283], [-0.274, -0.100, -0.082]]
}

***

8.
{
  "formula": "C3H5NO3",
  "method": "the ωB97M-V functional and the def2-TZVPD basis",
  "lumo_energy_ev": -0.04,
  "charge": 0,
  "max_force_ev_per_a": 0.8,
  "energy_ha": -397.613577,
  "multiplicity": 1,
  "species": ["O", "N", "H", "H", "H", "C", "O", "O", "H", "C", "C", "H"],
  "xyz": [[-1.763, 1.329, 0.466], [-0.459, -0.271, 1.559], [0.117, 1.920, -1.509], [-0.829, -1.585, -0.781], [2.212, -0.767, -0.594], [0.866, 1.235, -1.131], [1.300, -1.082, -0.520], [-0.891, -0.627, -0.938], [-0.488, 0.168, 2.469], [-0.971, 0.484, 0.579], [0.526, -0.007, -0.935], [0.380, -0.797, 1.335]],
  "forces_ev_per_a": [[0.576, -0.507, -0.119], [0.122, -0.040, -0.170], [-0.076, -0.029, 0.022], [0.093, 0.168, 0.042], [-0.083, 0.033, -0.020], [-0.083, -0.196, 0.107], [-0.117, 0.038, 0.013], [0.323, 0.361, 0.226], [-0.014, 0.036, -0.091], [-0.493, 0.224, -0.044], [-0.214, -0.137, 0.103], [-0.035, 0.051, -0.068]]
}

***

Energy relative to the best compared isomer or geometry (same formula, charge and spin), record by record: 274.11 86.01 558.32 284.41 270.22 598.12 433.09 585.79 kJ/mol